# 1
Formula: C27H21CaN11O3PS
Source: the OMol25 dataset
Level of theory: the ωB97M-V functional and the def2-TZVPD basis

HOMO energy: -5.52 eV
LUMO: 0.07095 hartree
molar mass: 650.658 g mol⁻¹
HOMO-LUMO gap: 7.4 eV

```
! RIJCOSX wB97M-V def2-TZVPD def2/J DEFGRID3
* xyz -1 1
Ca 0.72 -0.30 -2.99
N -0.32 -3.41 -0.15
C -1.48 -3.43 0.61
C -2.16 -4.64 0.80
C -3.28 -4.71 1.60
C -3.76 -3.58 2.25
C -3.09 -2.38 2.07
C -1.95 -2.27 1.27
P -1.17 -0.68 0.78
C -2.30 0.59 1.48
C -2.42 0.88 2.84
C -3.28 1.87 3.28
C -4.04 2.60 2.36
C -3.92 2.33 1.00
C -3.05 1.33 0.57
C 0.23 -0.53 1.99
C 0.74 0.74 2.29
C 1.89 0.88 3.07
C 2.56 -0.24 3.54
C 2.08 -1.50 3.23
C 0.92 -1.65 2.46
H -0.21 -4.13 -0.85
H 0.02 -2.52 -0.47
H -1.79 -5.53 0.29
H -3.79 -5.66 1.72
H -4.64 -3.63 2.87
H -3.47 -1.49 2.56
H -1.82 0.33 3.56
H -3.36 2.09 4.34
H -4.72 3.37 2.70
H -4.49 2.90 0.28
H -2.94 1.15 -0.49
H 0.25 1.62 1.91
H 2.25 1.88 3.31
H 3.45 -0.13 4.15
H 2.61 -2.38 3.57
H 0.56 -2.64 2.23
N 3.76 -1.90 -3.95
C 2.69 -2.75 -3.62
N 2.85 -4.06 -3.56
N 1.62 -4.53 -3.22
N 0.78 -3.56 -3.10
N 1.44 -2.39 -3.36
C 3.80 -0.52 -3.67
N 4.92 0.13 -3.44
N 4.51 1.42 -3.21
N 3.23 1.51 -3.32
N 2.74 0.28 -3.64
H 4.65 -2.35 -3.89
O -2.22 2.59 -2.53
S -0.89 2.10 -2.64
O -0.48 1.58 -3.96
N -0.53 0.92 -1.59
C 0.73 1.14 -1.03
O 1.45 0.20 -0.66
C 1.12 2.59 -1.10
C 2.11 3.24 -0.42
C 2.20 4.62 -0.57
C 1.31 5.31 -1.39
C 0.34 4.64 -2.13
C 0.28 3.26 -1.98
H 2.79 2.68 0.22
H 2.96 5.17 -0.04
H 1.36 6.39 -1.45
H -0.34 5.16 -2.78
*
```

The computed Mulliken charges, all in e, follow: atom 1 (Ca): 1.975, atom 2 (N): -0.276, atom 3 (C): 0.092, atom 4 (C): -0.783, atom 5 (C): -0.463, atom 6 (C): -0.891, atom 7 (C): -0.506, atom 8 (C): 0.841, atom 9 (P): 0.569, atom 10 (C): 0.090, atom 11 (C): 0.002, atom 12 (C): -0.735, atom 13 (C): -0.441, atom 14 (C): -0.734, atom 15 (C): -0.528, atom 16 (C): 0.242, atom 17 (C): 0.019, atom 18 (C): -0.859, atom 19 (C): -0.597, atom 20 (C): -0.637, atom 21 (C): -0.511, atom 22 (H): 0.309, atom 23 (H): -0.034, atom 24 (H): 0.378, atom 25 (H): 0.359, atom 26 (H): 0.402, atom 27 (H): 0.323, atom 28 (H): 0.526, atom 29 (H): 0.392, atom 30 (H): 0.380, atom 31 (H): 0.433, atom 32 (H): 0.327, atom 33 (H): 0.646, atom 34 (H): 0.419, atom 35 (H): 0.372, atom 36 (H): 0.399, atom 37 (H): 0.276, atom 38 (N): -0.187, atom 39 (C): 0.459, atom 40 (N): -0.558, atom 41 (N): -0.512, atom 42 (N): -0.442, atom 43 (N): -0.180, atom 44 (C): 0.415, atom 45 (N): -0.504, atom 46 (N): -0.603, atom 47 (N): -0.013, atom 48 (N): -0.329, atom 49 (H): 0.277, atom 50 (O): -0.722, atom 51 (S): 1.527, atom 52 (O): -0.834, atom 53 (N): -0.861, atom 54 (C): 1.416, atom 55 (O): -0.770, atom 56 (C): -0.022, atom 57 (C): -0.277, atom 58 (C): -0.769, atom 59 (C): -0.532, atom 60 (C): -0.871, atom 61 (C): 0.282, atom 62 (H): 0.526, atom 63 (H): 0.403, atom 64 (H): 0.415, atom 65 (H): 0.491

# 2
Formula: C27H21Cl2NO4
Source: the OMol25 dataset
Level of theory: the ωB97M-V functional and the def2-TZVPD basis

HOMO energy: -6.70 eV
LUMO: -0.13132 hartree
molar mass: 494.374 g mol⁻¹
HOMO-LUMO gap: 3.1 eV

```
! RIJCOSX wB97M-V def2-TZVPD def2/J DEFGRID3
* xyz 0 1
C 0.75 -2.96 2.63
C 1.93 -2.69 1.70
C 3.26 -3.11 2.34
O 1.81 -3.45 0.48
C 0.74 -3.07 -0.31
O 0.16 -3.92 -0.96
C 0.38 -1.67 -0.28
C -0.82 -1.31 -1.04
C -2.11 -1.68 -0.32
C -2.69 -0.76 0.56
C -3.88 -1.08 1.23
C -4.49 -2.33 1.03
C -5.73 -2.64 1.69
N -6.74 -2.88 2.24
C -3.88 -3.27 0.18
C -2.69 -2.95 -0.47
C 1.04 -0.77 0.60
O 0.78 0.42 0.73
O 2.05 -1.30 1.38
H -0.21 -2.70 2.18
H 0.76 -4.02 2.90
H 0.89 -2.38 3.55
H 4.07 -2.94 1.64
H 3.42 -2.51 3.25
H 3.22 -4.17 2.61
H -0.80 -0.23 -1.25
H -0.77 -1.90 -1.96
H -2.21 0.21 0.70
H -4.33 -0.36 1.91
H -4.35 -4.25 0.02
H -2.18 -3.69 -1.10
Cl -2.02 4.69 3.40
C -1.35 4.14 1.92
C -2.19 3.81 0.85
C -1.64 3.30 -0.32
C -0.23 3.09 -0.48
C 0.21 2.49 -1.69
C 1.50 2.38 -2.29
C 1.56 2.09 -3.69
C 2.75 1.93 -4.37
C 3.96 2.08 -3.68
Cl 5.45 1.84 -4.50
C 3.96 2.41 -2.31
C 2.75 2.54 -1.63
C 0.59 3.50 0.61
C 0.05 4.00 1.79
H -3.26 3.98 0.94
H -2.28 3.08 -1.17
H -0.61 2.14 -2.34
H 0.61 2.03 -4.23
H 2.76 1.70 -5.43
H 4.91 2.58 -1.81
H 2.79 2.78 -0.57
H 1.68 3.45 0.53
H 0.69 4.29 2.62
*
```

The computed Mulliken charges, all in e, follow: atom 1 (C): -1.307, atom 2 (C): 1.336, atom 3 (C): -1.707, atom 4 (O): -0.386, atom 5 (C): 0.313, atom 6 (O): -0.702, atom 7 (C): 0.882, atom 8 (C): -0.691, atom 9 (C): 0.196, atom 10 (C): 0.245, atom 11 (C): -0.998, atom 12 (C): 0.570, atom 13 (C): 0.022, atom 14 (N): -0.549, atom 15 (C): -0.964, atom 16 (C): -0.152, atom 17 (C): 0.241, atom 18 (O): -0.573, atom 19 (O): -0.443, atom 20 (H): 0.162, atom 21 (H): 0.411, atom 22 (H): 0.374, atom 23 (H): 0.391, atom 24 (H): 0.383, atom 25 (H): 0.383, atom 26 (H): -0.509, atom 27 (H): 0.594, atom 28 (H): 0.377, atom 29 (H): 0.413, atom 30 (H): 0.425, atom 31 (H): 0.438, atom 32 (Cl): -0.172, atom 33 (C): 0.501, atom 34 (C): -0.862, atom 35 (C): -0.570, atom 36 (C): 1.399, atom 37 (C): -0.436, atom 38 (C): 0.979, atom 39 (C): -0.480, atom 40 (C): -0.812, atom 41 (C): 0.510, atom 42 (Cl): -0.166, atom 43 (C): -1.156, atom 44 (C): 0.013, atom 45 (C): 0.107, atom 46 (C): -1.184, atom 47 (H): 0.428, atom 48 (H): 0.376, atom 49 (H): 0.179, atom 50 (H): 0.374, atom 51 (H): 0.404, atom 52 (H): 0.414, atom 53 (H): 0.430, atom 54 (H): 0.126, atom 55 (H): 0.421

# 3
Formula: C27H21Cl3HgN8O3PS2
Source: the OMol25 dataset
Level of theory: the ωB97M-V functional and the def2-TZVPD basis

HOMO energy (spin up / spin down): -3.28 / -3.73 eV
LUMO (spin up / spin down): 0.14229 / 0.12765 hartree
molar mass: 907.575 g mol⁻¹
HOMO-LUMO gap (spin up / spin down): 7.1 / 7.2 eV

```
! RIJCOSX wB97M-V def2-TZVPD def2/J DEFGRID3
* xyz -2 2
Hg 3.27 -1.95 -0.38
N 1.34 2.62 -0.35
C 1.06 1.35 -0.67
N -0.20 1.24 -1.02
C -0.66 2.51 -0.92
N 0.24 3.39 -0.52
C -2.05 2.90 -1.25
C -2.60 4.07 -0.75
N -3.83 4.46 -1.05
C -4.52 3.65 -1.86
C -3.97 2.47 -2.36
N -2.74 2.09 -2.06
H 2.21 3.01 -0.04
H 1.80 0.56 -0.61
H -2.02 4.70 -0.10
H -5.54 3.91 -2.11
H -4.57 1.83 -3.00
S 4.45 0.08 0.78
C 4.51 -0.65 2.37
C 4.74 0.20 3.46
C 4.79 -0.26 4.76
C 5.02 0.67 5.83
N 5.23 1.42 6.68
C 4.61 -1.63 5.02
C 4.40 -2.48 3.95
C 4.36 -2.04 2.63
S 4.12 -3.28 1.41
C 4.65 -2.15 6.35
N 4.68 -2.59 7.41
H 4.87 1.25 3.27
H 4.25 -3.54 4.14
C 0.09 -2.48 4.36
O 0.82 -2.52 3.13
P 0.91 -1.23 2.16
O 1.18 -0.11 3.31
C 1.36 1.24 2.89
O -0.65 -0.85 1.89
C -1.28 -1.40 0.72
H -0.06 -3.51 4.67
H -0.87 -1.99 4.22
H 0.66 -1.94 5.11
H 1.63 1.81 3.78
H 0.44 1.64 2.46
H 2.18 1.30 2.17
H -1.58 -2.43 0.91
H -0.60 -1.37 -0.14
H -2.15 -0.79 0.49
Cl -8.55 -0.84 -3.66
C -6.98 -0.27 -3.32
Cl -5.86 -0.23 -4.61
Cl -7.57 2.44 -3.12
C -6.49 -0.36 -2.01
N -6.08 -0.47 -0.93
C 2.16 -1.57 -2.07
C 1.42 -1.41 -3.01
C 0.50 -1.20 -4.09
C -0.67 -0.45 -3.89
C -1.56 -0.25 -4.93
C -1.30 -0.78 -6.19
C -0.15 -1.52 -6.40
C 0.75 -1.73 -5.36
H -0.86 -0.02 -2.91
H -2.45 0.34 -4.75
H -2.00 -0.62 -7.00
H 0.06 -1.94 -7.37
H 1.65 -2.31 -5.52
*
```

The computed Mulliken charges, all in e, follow: atom 1 (Hg): 0.652, atom 2 (N): 0.391, atom 3 (C): -0.181, atom 4 (N): 0.152, atom 5 (C): 0.486, atom 6 (N): -0.938, atom 7 (C): 0.106, atom 8 (C): -0.390, atom 9 (N): -0.668, atom 10 (C): -0.199, atom 11 (C): 0.219, atom 12 (N): -0.207, atom 13 (H): 0.230, atom 14 (H): -0.051, atom 15 (H): 0.460, atom 16 (H): 0.267, atom 17 (H): 0.126, atom 18 (S): -0.445, atom 19 (C): 0.346, atom 20 (C): -0.862, atom 21 (C): 0.594, atom 22 (C): -0.109, atom 23 (N): -0.581, atom 24 (C): 0.397, atom 25 (C): -0.767, atom 26 (C): 0.383, atom 27 (S): -0.525, atom 28 (C): -0.125, atom 29 (N): -0.587, atom 30 (H): 0.460, atom 31 (H): 0.480, atom 32 (C): -0.676, atom 33 (O): -0.304, atom 34 (P): 0.740, atom 35 (O): -0.331, atom 36 (C): -0.471, atom 37 (O): -0.404, atom 38 (C): -0.646, atom 39 (H): 0.252, atom 40 (H): 0.292, atom 41 (H): 0.216, atom 42 (H): 0.290, atom 43 (H): 0.286, atom 44 (H): 0.026, atom 45 (H): 0.301, atom 46 (H): 0.213, atom 47 (H): 0.261, atom 48 (Cl): -0.167, atom 49 (C): 0.216, atom 50 (Cl): -0.148, atom 51 (Cl): -0.708, atom 52 (C): 0.290, atom 53 (N): -0.428, atom 54 (C): -1.394, atom 55 (C): 1.114, atom 56 (C): 0.308, atom 57 (C): -0.434, atom 58 (C): -0.357, atom 59 (C): -0.549, atom 60 (C): -0.325, atom 61 (C): -0.701, atom 62 (H): 0.512, atom 63 (H): 0.455, atom 64 (H): 0.394, atom 65 (H): 0.349, atom 66 (H): 0.415